1.
36
Properties=species:S:1:pos:R:3:forces:R:3:lowdin_charge:R:1 method="wB97M-V/def2-TZVPD" lumo_energy_ev=0.273 de_lowest_kcal_mol=3.8 charge=0 gap_ev=11.2 smiles=ClC(Cl)Cl.ClC(Cl)Cl.ClC(Cl)Cl.ClC(Cl)Cl.ClCCCl.ClCCCl
Cl -1.98595 1.50035 6.55354 -0.199 0.034 -0.021 0.559
C -0.38002 1.77532 5.88130 0.724 0.480 -0.047 -0.694
C 0.16552 0.60774 5.10837 0.129 -0.023 -0.375 -0.716
Cl 0.37931 -0.86669 6.07809 -0.003 0.016 0.065 0.545
H 0.29661 2.06975 6.68313 -0.126 -0.308 0.196 0.073
H -0.38213 2.64264 5.21498 -0.419 -0.120 -0.062 0.067
H 1.14111 0.88650 4.70782 0.030 -0.059 0.129 0.058
H -0.46093 0.36021 4.25411 -0.155 -0.072 0.137 0.028
Cl -0.38175 -0.39196 -2.00562 -0.127 0.005 -0.024 0.607
C -0.65484 -1.87285 -2.96631 0.425 -0.315 -0.150 -0.645
C -2.12960 -2.02439 -3.25783 0.241 -0.285 0.043 -0.647
Cl -2.40413 -3.61789 -4.02998 0.031 0.085 -0.005 0.553
H -0.24178 -2.70151 -2.39564 -0.272 -0.008 0.176 0.069
H -0.04727 -1.80801 -3.86770 -0.184 0.233 -0.083 0.061
H -2.47228 -1.26387 -3.95062 -0.102 0.082 0.081 0.073
H -2.69559 -2.01956 -2.33216 -0.119 0.130 -0.044 0.029
C 1.03647 2.20345 -3.81393 0.043 -0.227 -0.043 -1.604
Cl 2.77096 1.93215 -3.70272 0.068 0.090 -0.015 0.514
Cl 0.35004 1.28873 -5.16154 -0.028 -0.003 -0.108 0.526
Cl 0.66770 3.91374 -3.95200 -0.052 0.111 -0.064 0.530
H 0.57686 1.81108 -2.91662 0.050 0.144 -0.008 -0.112
C 0.51746 1.77665 0.35264 0.018 -0.160 0.182 -1.567
Cl 0.09608 3.14587 -0.65811 -0.084 0.082 0.070 0.583
Cl 0.38870 2.17507 2.07103 0.057 0.102 -0.048 0.564
Cl 2.12713 1.18089 -0.04880 0.048 0.047 0.066 0.542
H -0.18575 0.97458 0.17280 -0.033 0.025 -0.088 -0.089
C -3.73667 -1.34892 1.55495 -0.065 -0.001 0.067 -1.559
Cl -2.13072 -0.63686 1.50078 0.280 0.076 0.085 0.538
Cl -3.87993 -2.63912 0.36850 -0.044 -0.127 -0.087 0.547
Cl -4.96410 -0.11927 1.31654 -0.154 0.099 -0.051 0.546
H -3.87981 -1.77465 2.53874 0.028 -0.048 0.013 0.015
C 4.47793 -1.39949 -1.75841 -0.048 0.354 -0.054 -1.576
Cl 5.12582 -2.99908 -1.49744 0.126 -0.275 0.096 0.554
Cl 2.98445 -1.46213 -2.68496 -0.117 -0.101 -0.053 0.514
Cl 5.65658 -0.35350 -2.55442 0.060 0.034 -0.051 0.526
H 4.25453 -0.94498 -0.80254 -0.027 -0.100 0.075 -0.010

2.
32
Properties=species:S:1:pos:R:3:forces:R:3:lowdin_charge:R:1 method="wB97M-V/def2-TZVPD" lumo_energy_ev=-1.367 charge=0 gap_ev=6.8
C 3.43607 -0.72097 0.42481 0.283 -0.406 -0.391 -0.086
C 3.23620 -0.55907 -1.06649 0.110 0.226 0.401 -0.741
Cl 3.48060 -2.07690 -1.97946 -0.290 -0.170 0.129 0.678
C 1.94913 0.15988 -1.48096 0.901 0.027 -0.211 -0.650
Cl 2.24960 1.89926 -1.41866 -0.126 -0.051 0.295 0.785
N 0.74592 -0.31503 -0.72595 -0.309 0.030 -0.810 -0.043
C 0.09335 -1.41771 -1.53171 -0.433 -1.180 -0.047 -0.109
C -1.10961 -2.02277 -0.82726 -0.156 0.450 -0.489 -0.167
O -2.04480 -1.01201 -0.54951 0.134 -0.400 0.371 -0.112
C -1.41993 -0.13068 0.33978 0.157 -0.006 -0.241 -0.225
C -0.32048 0.67651 -0.36287 -1.615 0.022 0.655 -0.729
I -1.25764 1.63766 -2.03837 0.406 0.059 0.099 1.194
O 0.19389 1.53159 0.66710 -0.069 -0.901 -0.664 -0.017
C -0.04343 2.79562 0.54367 1.323 3.053 0.160 -0.439
N 0.07383 3.95957 0.49761 -0.748 -2.213 0.054 0.210
H 2.62504 -1.23383 0.92630 -0.233 -0.019 0.274 0.079
H 3.66548 0.23683 0.86943 -0.286 0.288 0.246 0.096
H 4.30268 -1.34817 0.56468 0.304 -0.174 0.132 0.084
H 4.02502 0.08225 -1.41041 0.325 0.202 -0.322 0.078
H 1.78526 -0.07576 -2.51610 -0.388 0.049 -0.389 0.095
H 0.98893 -0.77604 0.15532 0.423 0.363 0.180 0.160
H -0.21562 -1.05820 -2.50032 0.046 0.606 -0.112 0.103
H 0.80486 -2.21113 -1.70763 0.581 0.036 0.131 0.105
H -1.56178 -2.72930 -1.50907 -0.126 -0.182 -0.220 0.145
H -0.82284 -2.57166 0.06629 0.070 -0.047 0.371 0.140
H -0.95668 -0.70524 1.14908 0.089 0.093 0.320 0.155
H -2.12320 0.55091 0.79106 -0.451 0.246 0.080 0.084
O -4.83856 0.52669 3.89015 0.034 -0.013 -0.033 -0.361
Cl -4.37010 1.49532 2.93737 -0.189 0.180 0.171 0.645
O -3.38607 0.84847 2.06664 0.166 -0.120 -0.087 -0.429
O -3.72807 2.59343 3.61047 0.023 -0.030 -0.033 -0.367
O -5.45704 1.97046 2.12502 0.042 -0.019 -0.017 -0.362

3.
23
Properties=species:S:1:pos:R:3:forces:R:3:lowdin_spin:R:1 method="wB97M-V/def2-TZVPD" lumo_energy_ev="0.532 / -1.840" charge=0 gap_ev="6.9 / 6.4" s_squared=2.030 spin_multiplicity=3
C 1.47701 0.03954 -1.58139 -0.016 -0.112 -0.131 -0.002
C 0.17508 -0.31208 -2.11276 2.263 -1.076 0.761 0.059
C -0.12670 -1.59439 -1.59450 -2.146 -0.637 -0.206 0.031
C 0.85601 -2.01736 -0.67776 1.229 0.522 -0.185 0.080
C 1.87975 -1.00648 -0.63784 -0.157 -0.534 -1.608 0.043
W 0.40203 0.41598 0.36600 3.190 -8.012 -0.506 0.734
N 1.91497 1.25577 1.08799 -1.800 0.572 -0.006 0.563
C -0.26719 2.14508 0.11151 -2.715 6.152 -0.488 0.155
C -1.33977 1.36193 -0.55172 -0.328 2.685 0.383 0.159
H -1.06576 -2.20257 -1.87155 1.607 1.211 0.662 0.000
H -0.34068 0.25879 -2.84761 -0.412 0.121 -0.176 0.002
H 0.91106 -2.97167 -0.15131 -0.231 0.510 -0.112 0.005
H 2.85251 -1.06046 -0.16537 -0.274 -0.036 -0.003 -0.001
H 2.10119 0.91095 -1.86919 -0.638 -0.789 0.258 0.001
H -1.60422 1.70419 -1.55785 1.213 -0.755 -0.391 0.006
H -0.50665 2.36656 1.23275 0.487 1.124 -1.929 0.030
H 2.23227 1.99031 1.71119 0.350 -0.289 0.078 0.031
H -2.32789 1.53956 -0.12924 0.111 -0.978 1.170 0.021
H 0.42199 2.70163 -0.61551 -1.168 0.236 1.783 0.016
Cl 0.39266 -1.68986 2.54743 -0.423 -0.102 0.391 0.045
C -0.86109 -0.74105 1.66699 -0.769 0.271 -1.141 0.019
H -1.49836 -1.41061 1.01368 0.563 0.667 1.286 0.002
H -1.43642 -0.07532 2.32659 0.063 -0.752 0.110 0.002

4.
37
Properties=species:S:1:pos:R:3:forces:R:3:lowdin_charge:R:1 method="wB97M-V/def2-TZVPD" lumo_energy_ev=-12.250 de_lowest_kcal_mol=8.9 charge=+3 gap_ev=8.6
Zr -0.24165 -0.70972 -0.36306 0.462 -0.082 1.050 1.491
C 1.13933 1.32086 2.37682 -0.026 0.026 0.079 -0.414
C -0.08107 0.58714 2.91155 0.047 0.054 -0.022 -0.422
S -1.44707 0.30237 1.74272 -0.094 0.148 0.156 0.903
C -2.08802 1.91432 1.18309 0.025 0.048 -0.009 -0.411
C -1.18859 2.71883 0.25965 -0.030 0.048 0.071 -0.414
S -0.66386 1.77551 -1.20581 -0.008 -0.183 -0.058 0.957
C 1.05841 2.29634 -1.46126 -0.007 0.019 0.046 -0.425
C 1.97628 2.18658 -0.24671 0.014 0.021 -0.036 -0.399
S 1.75845 0.68012 0.77800 -0.008 0.115 -0.140 0.930
H 1.95778 1.21030 3.08817 0.017 0.008 0.040 0.114
H 0.96027 2.38470 2.24997 -0.025 0.025 0.045 0.086
H -0.50542 1.12087 3.76387 0.024 0.019 0.036 0.120
H 0.16327 -0.41518 3.26912 0.015 -0.027 0.007 0.104
H -2.33200 2.48301 2.08217 -0.010 0.034 0.004 0.122
H -3.03644 1.65694 0.70847 -0.029 0.010 -0.025 0.106
H -0.29785 3.08304 0.75978 -0.009 0.033 0.050 0.071
H -1.73876 3.58364 -0.11314 -0.032 0.031 0.008 0.120
H 1.02973 3.32521 -1.82361 0.034 0.043 0.010 0.122
H 1.40066 1.68314 -2.29340 0.029 -0.039 -0.029 0.091
H 1.87439 3.02620 0.43784 -0.001 0.037 -0.009 0.096
H 3.01125 2.18346 -0.58677 0.044 -0.010 0.008 0.113
F 2.23610 -4.14848 -0.51369 0.057 -0.089 0.066 0.296
C 2.18575 -2.88616 -0.69612 -0.160 -0.102 -0.056 -0.609
F 1.36700 -2.31459 0.34697 0.241 -0.021 0.057 -0.054
F 3.31948 -2.28031 -0.67718 0.149 -0.022 0.074 0.264
S 1.20514 -2.37781 -2.19770 -0.071 0.260 -0.266 0.786
O 1.15024 -0.87833 -1.84857 0.670 -0.433 -0.764 -0.466
O 1.71494 -2.73714 -3.45149 -0.067 0.061 0.311 -0.084
N -0.17724 -2.96322 -1.65999 -0.050 0.252 -0.218 -0.310
S -1.66504 -2.53782 -2.01427 -0.159 0.050 -0.289 0.786
O -1.60741 -1.00811 -1.86284 -0.735 -0.650 -0.433 -0.462
O -2.38184 -3.09205 -3.07986 0.216 0.151 0.173 -0.082
C -2.44498 -2.83924 -0.31398 -0.753 0.398 0.572 -0.585
F -1.32982 -2.59285 0.55396 -0.368 0.241 0.012 -0.038
F -3.02176 -3.91860 0.02027 0.629 -0.580 -0.505 0.319
F -3.25959 -1.82296 -0.12296 -0.032 0.103 -0.015 0.176

Going through the records in order, we get E values of -208849.7786 -69411.6107 -24321.7513 -89902.2599 eV.